A.
2 unconnected molecules or ions with the total composition C4H4F2N2O. Source: the Open Molecules 2025 dataset; level of theory: ωB97M-V with the def2-TZVPD basis set.

Properties
HOMO energy (spin up / spin down) (eV): -9.21 / -8.68
M (g/mol): 134.1
LUMO energy (spin up / spin down) (eV): 0.10 / -0.64

```
! RIJCOSX wB97M-V def2-TZVPD def2/J DEFGRID3
* xyz 0 1
C 2.3279 0.2406 -0.6133
C 2.3081 -0.3297 0.5939
C 0.2635 0.2154 -0.0483
C -2.4697 0.5596 -0.3055
N 1.0048 0.6350 -1.0042
N 0.9219 -0.4205 0.9693
O -2.8356 -0.4717 -1.0740
F -2.8234 0.4810 0.9925
F -2.7833 1.7082 -0.7998
H 3.2213 0.4814 -1.1460
H 3.1263 -0.8952 1.2133
H 0.4933 -0.8478 1.7359
H -2.7550 -1.3564 -0.5139
*
```

---

B.
A single C4H4F2N2O molecule. Source: the Open Molecules 2025 dataset; level of theory: ωB97M-V with the def2-TZVPD basis set.

Properties
HOMO energy (spin up / spin down) (eV): -8.61 / -8.61
M (g/mol): 134.1
LUMO energy (spin up / spin down) (eV): -0.75 / -0.75

```
! RIJCOSX wB97M-V def2-TZVPD def2/J DEFGRID3
* xyz 0 1
C 1.9203 -0.6461 -0.1612
C 0.8812 -1.5493 -0.1160
C 2.0421 0.5639 0.5168
C -0.9592 -0.1324 -0.0816
N -1.9740 0.1721 0.5577
N -2.6430 1.2708 0.2915
O -0.4571 -1.4004 0.0495
F 3.2811 1.0601 0.2757
F -0.3527 0.5474 -1.1171
H 2.9844 -1.0107 -0.3818
H 0.9965 -2.5737 -0.3444
H -3.3048 1.6521 0.8935
H -2.4148 2.0461 -0.3825
*
```

---

Stability order, top to bottom: A, B